Record 1
{"formula": "C27H54O27", "method": "wB97M-V/def2-TZVPD", "species": ["C", "O", "C", "O", "O", "C", "H", "H", "H", "H", "H", "H", "C", "O", "C", "O", "O", "C", "H", "H", "H", "H", "H", "H", "C", "O", "C", "O", "O", "C", "H", "H", "H", "H", "H", "H", "C", "O", "C", "O", "O", "C", "H", "H", "H", "H", "H", "H", "C", "O", "C", "O", "O", "C", "H", "H", "H", "H", "H", "H", "C", "O", "C", "O", "O", "C", "H", "H", "H", "H", "H", "H", "C", "O", "C", "O", "O", "C", "H", "H", "H", "H", "H", "H", "C", "O", "C", "O", "O", "C", "H", "H", "H", "H", "H", "H", "C", "O", "C", "O", "O", "C", "H", "H", "H", "H", "H", "H"], "coordinates": [[0.066151, -4.099344, 3.887059], [0.676754, -2.830582, 3.667913], [0.791865, -1.884197, 4.593205], [0.562007, -2.051015, 5.823391], [1.333669, -0.808614, 4.025131], [1.479382, 0.371445, 4.890274], [-0.993059, -4.066414, 4.142197], [0.571763, -4.710659, 4.634558], [0.190720, -4.656020, 2.958252], [1.812110, 0.197204, 5.913524], [0.510397, 0.870069, 4.867066], [2.239597, 1.065463, 4.531799], [1.120275, -1.080555, -3.015407], [0.836542, -0.474258, -1.788908], [-0.195785, -0.904513, -1.008479], [-1.056047, -1.685944, -1.343723], [-0.029936, -0.364603, 0.218670], [-1.099277, -0.484209, 1.187245], [0.195022, -1.260813, -3.562693], [1.597982, -2.043114, -2.832709], [1.683274, -0.380300, -3.632466], [-1.603851, -1.442292, 1.312051], [-1.803508, 0.337623, 1.057852], [-0.648244, -0.439857, 2.178561], [5.413040, 4.840583, -2.497778], [4.513087, 4.455659, -1.431265], [3.744095, 3.379622, -1.565912], [3.423851, 2.856500, -2.677862], [3.561789, 2.846579, -0.251468], [2.891578, 1.598456, -0.107485], [6.224271, 4.122882, -2.619843], [5.893115, 5.777350, -2.214789], [4.720415, 5.059021, -3.310592], [1.952960, 1.638065, -0.660218], [2.584376, 1.444017, 0.926865], [3.264968, 0.609324, -0.372609], [4.308011, -1.259676, -5.784201], [5.667359, -1.123337, -6.251519], [5.971346, -1.497602, -7.536554], [5.247119, -1.965798, -8.348422], [7.268288, -1.316528, -7.695252], [8.005986, -1.952616, -8.775882], [3.710918, -1.759940, -6.546648], [3.894120, -0.271108, -5.585373], [4.291593, -1.898686, -4.901305], [9.061683, -1.892605, -8.511295], [7.966521, -1.455612, -9.745173], [7.698894, -2.994148, -8.681050], [-5.026198, -0.047316, 0.276042], [-4.249675, 1.031000, -0.183863], [-4.720815, 2.309963, -0.038670], [-5.738558, 2.556182, 0.621607], [-3.847517, 3.266684, -0.606808], [-4.223173, 4.609777, -0.583410], [-4.762210, -0.990472, -0.202355], [-6.036561, 0.142861, -0.086044], [-5.070126, -0.093897, 1.364157], [-4.016062, 5.018920, -1.572256], [-3.575414, 5.108356, 0.137654], [-5.281341, 4.761034, -0.370136], [0.827164, -2.194954, -8.645449], [0.077133, -2.843206, -7.654185], [0.419876, -2.811445, -6.458393], [1.217560, -2.052883, -5.942039], [-0.216716, -3.844151, -5.846844], [-0.056736, -4.143423, -4.419935], [0.249470, -2.265985, -9.567039], [1.738099, -2.757488, -8.850058], [1.033850, -1.146811, -8.429156], [-0.703800, -3.442444, -3.892659], [0.961963, -3.854529, -4.161322], [-0.344890, -5.176635, -4.226149], [-0.617739, 2.859418, 0.329521], [0.311583, 2.675389, 1.432589], [0.360535, 3.608752, 2.367699], [-0.298406, 4.644688, 2.425292], [1.351446, 3.241523, 3.243135], [1.355744, 3.947527, 4.430534], [-0.324243, 2.114188, -0.409797], [-0.712297, 3.839250, -0.138554], [-1.630946, 2.582294, 0.620561], [2.140982, 3.604501, 5.104219], [0.457712, 3.662619, 4.978694], [1.349730, 5.029455, 4.298314], [-1.398644, -0.004031, 6.871079], [-1.989624, 1.201488, 6.355323], [-2.391912, 1.284795, 5.035469], [-2.096730, 0.525608, 4.152891], [-3.217068, 2.318950, 4.958873], [-3.873006, 2.690765, 3.738580], [-1.602121, -0.955947, 6.380625], [-1.895971, -0.120162, 7.834029], [-0.327770, -0.013852, 7.074145], [-3.100496, 2.978719, 3.025551], [-4.430746, 3.617267, 3.874997], [-4.529822, 1.876340, 3.432958], [-3.533432, -4.500832, 2.562741], [-3.471123, -3.891617, 3.814132], [-4.237378, -2.726726, 4.133963], [-5.000466, -2.242522, 3.308461], [-3.896782, -2.232229, 5.312219], [-4.848901, -1.483758, 6.038497], [-2.925144, -5.405052, 2.540941], [-3.159893, -3.792559, 1.823201], [-4.511597, -4.686615, 2.119129], [-5.456015, -0.833187, 5.409006], [-4.448192, -0.814175, 6.799537], [-5.573782, -2.154311, 6.500023]], "forces_ev_per_a": [[0.07, -0.73, 0.31], [-0.16, 0.50, -0.64], [0.05, -1.29, 3.79], [0.41, 0.65, -3.77], [0.27, 0.67, 0.88], [-0.29, 0.15, -0.08], [0.06, 0.48, 0.01], [0.18, 0.44, 0.31], [-0.08, 0.35, -0.14], [-0.43, -0.85, -0.06], [0.12, 0.05, 0.20], [-0.14, -0.48, -0.92], [-1.06, -0.55, -0.91], [-0.65, 0.85, 2.16], [0.48, -0.58, -0.26], [0.47, 0.62, 0.15], [-0.43, -0.40, -0.56], [0.23, -0.04, 0.90], [-0.02, -0.13, 0.01], [0.32, 0.15, -0.26], [0.32, -0.21, 0.40], [-0.05, -0.20, -1.24], [-0.02, -0.23, -0.05], [0.41, 0.74, -0.24], [-1.18, 0.50, 0.17], [0.18, -0.12, 1.11], [0.25, -3.12, -1.95], [0.71, 1.81, 4.62], [0.80, 0.71, -2.59], [-2.45, -0.45, -0.05], [-0.53, -0.32, -0.42], [-0.32, -0.04, 0.38], [0.85, -0.42, -0.70], [-0.04, 0.08, -0.07], [0.29, 0.74, 0.15], [1.46, 0.57, -0.65], [-0.06, -0.39, -0.89], [0.28, -0.09, -0.86], [0.37, 0.08, 1.72], [-1.29, -0.50, -0.87], [1.50, 0.99, 0.07], [-0.21, -0.24, 1.18], [-0.03, 0.17, 0.03], [0.13, -0.10, 0.09], [0.23, 0.25, 0.07], [-0.15, 0.07, 0.46], [-0.91, -0.23, 0.05], [0.10, -0.02, -1.05], [-2.04, 0.16, 0.00], [1.55, 2.59, -1.05], [-0.95, 0.19, 1.69], [2.39, -0.04, -1.95], [-1.32, -4.10, 0.67], [-0.23, 1.05, -0.02], [0.83, 0.34, 0.19], [-0.30, -0.09, 0.30], [0.29, -0.17, -0.07], [0.04, -0.04, 0.00], [-0.26, 0.22, 0.12], [0.11, -0.12, 0.24], [0.46, 0.37, -1.18], [-1.86, -0.46, -3.86], [1.48, -0.69, 4.73], [-0.30, -0.27, 0.08], [-0.23, -0.42, 0.33], [0.20, 1.94, -0.98], [-0.19, 0.12, 0.21], [0.23, 0.19, 0.35], [0.05, -0.17, 0.23], [-0.15, -0.28, 0.24], [0.06, -0.60, 0.21], [0.26, 0.20, -0.34], [-0.51, -0.79, -0.08], [-0.48, 0.50, -0.57], [0.04, 1.44, 0.26], [0.98, -2.00, 0.08], [-0.66, -0.36, -1.98], [-0.87, 0.47, 1.88], [0.22, 0.22, 0.07], [0.73, 0.20, 0.49], [0.06, 0.05, 0.40], [0.49, 0.10, -0.63], [-0.37, 0.35, 0.13], [0.22, -0.10, -0.04], [-0.61, -0.83, 1.05], [-0.04, 0.04, -1.56], [-0.05, -0.47, 1.15], [0.16, 0.02, -0.04], [-0.14, 0.68, 0.89], [0.73, -0.12, -0.28], [-0.22, 0.52, -0.85], [0.11, 0.14, 0.20], [-0.05, 0.75, -0.47], [-0.08, -0.54, -0.42], [-0.11, -0.32, 0.66], [0.17, 0.16, -0.35], [-0.24, 1.01, -2.04], [-1.01, 1.93, 3.06], [0.10, -0.84, -3.50], [0.89, -0.78, 1.75], [0.84, -0.99, 0.07], [-1.83, 0.71, -0.09], [-0.10, 0.18, 0.42], [0.60, -0.01, -0.15], [-0.47, -0.32, 0.88], [0.24, -0.06, -0.47], [0.82, -0.54, -0.17], [0.22, -0.19, 0.19]], "lowdin_charge": [-0.027, 0.002, -0.548, 0.056, 0.015, -0.004, 0.081, 0.096, 0.095, 0.096, 0.079, 0.085, -0.062, -0.032, -0.547, 0.121, -0.010, -0.016, 0.079, 0.097, 0.100, 0.092, 0.079, 0.071, -0.013, -0.030, -0.462, 0.063, -0.022, -0.074, 0.103, 0.089, 0.097, 0.065, 0.087, 0.096, -0.035, -0.018, -0.617, 0.136, -0.012, -0.009, 0.066, 0.095, 0.093, 0.087, 0.094, 0.100, -0.051, -0.035, -0.459, 0.085, -0.050, -0.073, 0.102, 0.095, 0.089, 0.095, 0.097, 0.095, -0.017, 0.049, -0.646, 0.103, -0.014, -0.001, 0.097, 0.106, 0.104, 0.083, 0.078, 0.095, -0.006, 0.003, -0.548, 0.106, -0.028, -0.089, 0.086, 0.104, 0.071, 0.096, 0.095, 0.101, -0.058, -0.019, -0.576, 0.132, -0.004, -0.006, 0.079, 0.091, 0.075, 0.090, 0.100, 0.097, -0.093, -0.057, -0.490, 0.109, 0.009, -0.037, 0.097, 0.086, 0.093, 0.095, 0.096, 0.101], "e_tot_ev": -84153.3614, "smiles": "COC(=O)OC.COC(=O)OC.COC(=O)OC.COC(=O)OC.COC(=O)OC.COC(=O)OC.COC(=O)OC.COC(=O)OC.COC(=O)OC", "e_above_lowest_kj_mol": 394.28, "total_charge": 0, "e_lumo_ha": 0.02302}

---

Record 2
{"formula": "C27H54P2SiTi", "method": "wB97M-V/def2-TZVPD", "species": ["Ti", "C", "C", "C", "C", "C", "C", "H", "H", "H", "C", "H", "H", "H", "C", "H", "H", "H", "C", "H", "H", "H", "C", "H", "H", "H", "C", "C", "C", "C", "C", "C", "C", "C", "H", "H", "H", "H", "H", "H", "H", "H", "H", "H", "H", "H", "P", "C", "H", "H", "H", "C", "H", "H", "H", "C", "H", "H", "H", "P", "C", "H", "H", "H", "C", "H", "H", "H", "C", "H", "H", "H", "C", "Si", "C", "C", "H", "H", "H", "H", "H", "H", "H", "H", "H"], "coordinates": [[-0.657982, 0.254841, -0.283132], [-2.147608, 1.750251, 0.275953], [-2.586381, 0.849844, -0.769592], [-2.274434, -0.395038, 1.182636], [-1.995723, 0.982449, 1.479727], [-2.673872, -0.486130, -0.196455], [-2.057878, 3.232642, 0.137479], [-1.669132, 3.523107, -0.847100], [-1.426540, 3.691140, 0.905690], [-3.053566, 3.694774, 0.220985], [-1.831841, 1.523242, 2.856975], [-1.685486, 2.607326, 2.864071], [-0.986669, 1.065103, 3.385284], [-2.716648, 1.330087, 3.482003], [-2.361288, -1.486684, 2.199568], [-3.391956, -1.619352, 2.564423], [-1.738664, -1.285532, 3.081977], [-2.061935, -2.458565, 1.788270], [-3.252360, -1.670993, -0.882914], [-4.349323, -1.602365, -0.897596], [-2.994502, -2.601189, -0.373894], [-2.917367, -1.735996, -1.925795], [-2.929794, 1.246573, -2.152611], [-3.917348, 1.723188, -2.178053], [-2.937903, 0.388408, -2.822292], [-2.215618, 1.964636, -2.561727], [1.255608, 0.575969, -2.927160], [0.221122, 1.411695, -3.106237], [-0.383272, 1.674590, -4.464143], [-1.272943, 0.551141, -5.071892], [-1.332425, -0.731778, -4.282374], [-0.279688, -1.537398, -4.131319], [1.060492, -1.261868, -4.763713], [1.905889, -0.156808, -4.069963], [0.390268, 1.919087, -5.206783], [-0.922596, 0.379020, -6.101880], [-1.010567, 2.574509, -4.388238], [2.232349, 0.535956, -4.859333], [1.792343, 0.513609, -1.965446], [-0.099397, 2.120173, -2.316062], [2.821701, -0.635401, -3.697797], [1.641597, -2.196352, -4.750830], [-0.385793, -2.546686, -3.712710], [0.957062, -0.989957, -5.826645], [-2.296291, 0.941022, -5.164697], [-2.348781, -1.074062, -4.030868], [1.341119, 1.911130, 0.719044], [1.154449, 2.894216, 2.249843], [2.099215, 3.422259, 2.439148], [0.935061, 2.243288, 3.103249], [0.340684, 3.620910, 2.149278], [3.005412, 1.208086, 0.979120], [3.656606, 1.991632, 1.392296], [3.411329, 0.854163, 0.023249], [2.954354, 0.362538, 1.679639], [1.655760, 3.230744, -0.508760], [1.982170, 2.790736, -1.458218], [2.422183, 3.912366, -0.118840], [0.733764, 3.792672, -0.698845], [0.576329, -2.135214, -0.070228], [-0.426296, -3.412904, -0.904441], [0.235834, -4.245357, -1.179674], [-0.884786, -3.002197, -1.813097], [-1.216333, -3.778720, -0.237486], [2.091302, -2.207283, -1.074210], [1.837843, -2.128540, -2.141777], [2.597160, -3.161863, -0.871138], [2.762447, -1.378106, -0.817715], [1.042302, -2.973143, 1.480781], [1.176249, -4.043624, 1.275812], [0.258995, -2.841890, 2.239178], [1.976372, -2.553446, 1.873467], [2.580162, -2.303850, 4.583495], [1.484096, -0.782424, 4.356683], [-0.135966, -0.979122, 5.313344], [2.398893, 0.776238, 4.885129], [2.043451, -3.227731, 4.308745], [2.895017, -2.364512, 5.639582], [3.484405, -2.230234, 3.956964], [0.107413, -0.992497, 6.384963], [-0.834132, -0.150546, 5.123586], [-0.632618, -1.923650, 5.053401], [1.699475, 1.548037, 5.242555], [3.093409, 0.515967, 5.698509], [2.982047, 1.189608, 4.047591]], "forces_ev_per_a": [[4.23, -0.57, 0.83], [-0.77, -0.57, 0.25], [-0.57, -0.41, 1.22], [-0.89, 0.81, -0.43], [-0.79, -0.40, -0.85], [-0.69, 1.09, 0.75], [-0.17, 0.43, -0.09], [-0.02, -0.02, 0.18], [-0.09, -0.12, -0.18], [0.21, -0.12, 0.01], [0.41, 0.18, 0.63], [0.02, -0.19, -0.07], [-0.10, 0.08, -0.22], [0.04, -0.04, -0.37], [0.04, -0.36, 0.28], [0.15, 0.16, -0.20], [-0.05, 0.02, -0.36], [0.00, 0.17, 0.06], [-0.19, -0.30, -0.24], [0.21, 0.02, 0.00], [-0.06, 0.12, -0.10], [-0.09, -0.10, 0.19], [-0.44, 0.34, -0.50], [0.06, -0.09, -0.10], [-0.16, 0.13, 0.12], [-0.20, 0.01, 0.04], [0.23, 0.64, 0.06], [0.54, 0.47, 0.12], [-0.41, 0.40, -0.02], [-0.38, 0.15, 0.08], [-0.28, -0.61, -0.75], [-0.25, -0.54, -0.61], [0.14, -0.25, 0.07], [0.50, -0.45, 0.08], [0.06, -0.07, 0.43], [-0.13, -0.23, 0.33], [0.28, -0.17, -0.04], [-0.12, 0.12, 0.41], [-0.47, 0.10, -0.32], [0.24, -0.66, -0.13], [-0.16, 0.25, -0.06], [-0.18, 0.30, -0.07], [-0.17, 0.56, 0.00], [-0.24, -0.12, 0.34], [0.29, -0.12, -0.03], [0.68, 0.04, 0.19], [-0.51, -0.61, -0.15], [-0.12, 0.02, 0.12], [-0.26, -0.03, -0.05], [0.09, 0.11, -0.27], [0.23, -0.11, 0.02], [0.18, 0.01, -0.04], [0.00, -0.26, -0.18], [0.01, 0.09, 0.19], [-0.09, 0.25, -0.18], [0.22, 0.15, 0.06], [0.05, 0.17, 0.24], [-0.12, -0.04, -0.25], [0.18, -0.06, 0.11], [-0.44, 0.86, -0.20], [0.06, -0.29, -0.11], [-0.27, 0.04, 0.06], [0.10, -0.18, 0.36], [0.22, 0.04, -0.18], [0.38, -0.20, 0.00], [0.06, -0.10, 0.35], [0.03, 0.23, -0.25], [-0.09, -0.23, -0.01], [0.04, -0.25, 0.06], [0.05, 0.11, 0.06], [0.24, 0.04, -0.25], [-0.30, -0.01, -0.12], [0.02, -0.02, -0.09], [-0.61, 0.17, -0.83], [0.16, 0.00, 0.06], [0.10, 0.04, 0.04], [0.24, 0.33, 0.19], [-0.06, -0.09, -0.29], [-0.26, -0.06, 0.26], [-0.20, -0.04, -0.05], [0.24, -0.28, 0.13], [0.10, 0.21, 0.13], [0.25, -0.21, -0.09], [-0.11, 0.21, -0.12], [-0.10, -0.08, 0.36]], "lowdin_charge": [0.679, -0.306, -0.323, -0.277, -0.260, -0.299, -0.027, 0.075, 0.062, 0.104, -0.028, 0.076, 0.039, 0.107, -0.019, 0.106, 0.055, 0.068, -0.020, 0.107, 0.065, 0.066, -0.018, 0.111, 0.053, 0.059, -0.135, -0.140, -0.163, -0.166, -0.128, -0.115, -0.167, -0.170, 0.120, 0.119, 0.110, 0.121, 0.068, 0.083, 0.105, 0.111, 0.095, 0.118, 0.110, 0.101, 0.793, -0.257, 0.060, 0.008, 0.036, -0.280, 0.054, 0.033, 0.011, -0.266, 0.028, 0.058, 0.036, 0.791, -0.265, 0.060, 0.010, 0.043, -0.265, 0.028, 0.062, 0.031, -0.285, 0.059, 0.020, 0.016, -0.254, 0.609, -0.253, -0.253, 0.021, 0.035, 0.026, 0.033, 0.005, 0.021, 0.029, 0.033, 0.002], "e_tot_ev": -78437.2741, "multiplicity": 2, "s2": 0.762, "total_charge": 1, "e_lumo_ha": [-0.14249, -0.13609]}